Formula: C21H43N2P3S2Tc
Source: the Open Molecules 2025 dataset
Level of theory: ωB97M-V/def2-TZVPD

- Calculated total energy: -2835.100739 Ha
- Total charge: +4
- Multiplicity: 4
- Orbital gap (spin up / spin down): 5.6 / 5.7 eV
- LUMO energy (spin up / spin down): -0.5376 / -0.5349 Eh
- Energy relative to the best compared isomer or geometry (same formula, charge and spin): 122.57 kJ/mol

Last column: Löwdin spin population.
Element x y z (Å)
Tc1 -1.179 -0.082 -0.808  1.584
P1 0.479 -1.715 -0.226  -0.011
P2 1.528 1.421 -1.022  0.019
P3 -2.828 -1.314 0.124  0.021
H1 -1.073 -1.059 -3.246  0.018
C1 -1.898 -0.923 -2.535  0.037
C2 -2.499 0.391 -2.268  -0.037
H2 -2.228 1.213 -2.944  -0.003
C3 1.086 -2.759 -1.612  0.006
C4 2.096 -1.367 0.594  -0.008
C5 0.031 -3.047 0.971  0.004
C6 1.541 3.202 -1.554  0.009
C7 2.652 1.745 0.423  0.002
C8 2.759 0.749 -2.237  0.002
C9 -4.497 -0.605 -0.016  0.023
C10 -2.749 -1.695 1.916  0.004
C11 -2.986 -3.021 -0.576  0.001
H3 -2.613 -1.744 -2.674  0.005
H4 -3.573 0.395 -2.023  0.013
H5 1.812 -3.505 -1.244  0.000
H6 1.572 -2.130 -2.368  0.000
H7 0.248 -3.280 -2.088  0.000
H8 2.524 -2.283 1.032  -0.002
H9 1.940 -0.649 1.409  0.000
H10 2.828 -0.951 -0.108  0.000
H11 0.879 -3.710 1.187  0.000
H12 -0.798 -3.651 0.595  0.000
H13 -0.274 -2.604 1.924  0.000
H14 2.447 3.748 -1.262  0.001
H15 0.671 3.691 -1.096  0.002
H16 1.439 3.262 -2.645  0.002
H17 3.380 0.935 0.542  0.000
H18 2.031 1.813 1.322  0.000
H19 3.188 2.698 0.292  0.000
H20 3.501 1.519 -2.488  0.000
H21 2.245 0.445 -3.154  0.000
H22 3.277 -0.120 -1.822  0.000
H23 -5.095 -0.989 0.824  0.001
H24 -4.950 -0.943 -0.948  0.002
H25 -4.511 0.487 -0.006  0.000
H26 -3.784 -1.818 2.259  -0.001
H27 -2.254 -0.867 2.453  0.000
H28 -2.202 -2.638 2.055  0.000
H29 -3.984 -3.181 -1.011  0.000
H30 -2.829 -3.757 0.222  0.000
H31 -2.215 -3.204 -1.340  0.000
C12 -0.805 3.814 -3.955  0.148
C13 -0.565 2.533 -3.460  0.116
C14 0.029 1.536 -4.221  0.014
C15 0.542 1.893 -5.463  0.177
C16 0.406 3.199 -5.948  0.010
C17 -0.323 4.147 -5.220  0.073
S1 -1.653 4.823 -2.821  0.430
H32 -1.915 5.797 -3.710  0.015
H33 -0.852 2.364 -2.418  -0.001
H34 0.121 0.523 -3.842  -0.001
H35 1.110 1.151 -6.023  0.007
H36 0.862 3.493 -6.893  -0.001
H37 -0.548 5.143 -5.601  0.001
C18 -0.767 3.859 2.592  0.005
N1 -0.244 2.531 2.880  0.024
C19 0.531 2.179 3.971  0.017
C20 0.821 0.861 3.863  0.028
N2 0.205 0.419 2.696  0.015
C21 -0.450 1.461 2.090  0.005
S2 -1.475 1.674 0.706  0.214
H38 -0.304 4.277 1.685  0.001
H39 -1.853 3.813 2.458  0.001
H40 -0.504 4.466 3.458  0.000
H41 0.782 2.915 4.714  0.001
H42 1.382 0.218 4.511  0.001
H43 0.230 -0.545 2.365  0.000

Formula: C21H43O2PPdS2SeSi2Te
Source: the Open Molecules 2025 dataset
Level of theory: ωB97M-V/def2-TZVPD

- Calculated total energy: -5490.666284 Ha
- Total charge: -1
- Multiplicity: 2
- Orbital gap (spin up / spin down): 5.5 / 5.2 eV
- LUMO energy (spin up / spin down): 0.0498 / 0.0456 Eh
- Energy relative to the best compared isomer or geometry (same formula, charge and spin): 324.78 kJ/mol

Last column: Löwdin spin population.
Element x y z (Å)
Pd1 0.522 0.646 0.807  0.340
C1 5.452 1.499 3.683  0.000
C2 4.032 1.303 4.180  -0.001
O1 3.540 0.033 3.743  0.002
P1 2.268 0.026 2.712  0.005
S1 0.682 0.594 3.730  -0.011
S2 3.002 0.844 1.006  0.046
O2 2.160 -1.574 2.493  0.002
C3 3.309 -2.365 2.162  0.002
C4 3.907 -2.999 3.404  0.000
H1 5.847 2.458 4.023  0.000
H2 5.459 1.477 2.593  0.001
H3 6.091 0.697 4.057  0.000
H4 3.384 2.102 3.811  -0.001
H5 3.994 1.307 5.271  0.000
H6 4.043 -1.743 1.644  0.001
H7 2.948 -3.131 1.473  0.001
H8 4.243 -2.223 4.087  0.000
H9 4.756 -3.629 3.128  0.000
H10 3.154 -3.602 3.913  0.000
C5 -1.469 -4.692 -2.423  -0.001
Si1 -1.384 -5.280 -0.636  0.045
C6 0.393 -5.749 -0.216  0.000
C7 -2.372 -6.902 -0.622  0.017
C8 -1.954 -3.984 0.540  0.322
Te1 -0.344 -1.738 0.554  -0.091
C9 -1.534 -1.246 -1.215  -0.015
Si2 -0.533 -0.538 -2.647  -0.004
C10 0.483 -1.875 -3.505  0.000
C11 0.691 0.807 -2.204  -0.001
C12 -1.804 0.168 -3.855  -0.001
H11 -1.285 -5.508 -3.126  0.000
H12 -0.729 -3.914 -2.603  0.000
H13 -2.453 -4.272 -2.652  0.000
H14 0.842 -6.405 -0.966  0.000
H15 0.440 -6.261 0.749  0.000
H16 1.001 -4.845 -0.140  0.000
H17 -1.919 -7.633 -1.296  0.002
H18 -3.403 -6.743 -0.949  0.000
H19 -2.409 -7.346 0.376  0.000
H20 -1.860 -4.190 1.604  0.009
H21 -2.848 -3.408 0.314  0.014
H22 -2.292 -0.529 -0.898  0.000
H23 -2.038 -2.161 -1.519  -0.003
H24 1.021 -2.483 -2.773  0.000
H25 1.216 -1.426 -4.180  0.000
H26 -0.147 -2.540 -4.100  0.000
H27 1.608 0.379 -1.797  -0.001
H28 0.267 1.495 -1.466  0.003
H29 0.966 1.397 -3.083  0.000
H30 -2.505 -0.612 -4.165  0.000
H31 -1.326 0.566 -4.754  0.000
H32 -2.386 0.972 -3.397  0.000
C13 -3.865 6.865 -1.542  0.003
C14 -2.937 5.882 -0.871  0.014
C15 -3.232 5.345 0.374  -0.002
C16 -2.366 4.470 1.022  0.018
C17 -2.742 3.923 2.374  0.006
C18 -1.152 4.112 0.399  0.028
Se1 0.077 3.017 1.403  0.226
C19 -0.853 4.633 -0.872  0.014
C20 0.406 4.277 -1.618  0.004
C21 -1.755 5.499 -1.485  -0.003
H33 -4.647 7.193 -0.857  0.000
H34 -4.343 6.410 -2.413  0.001
H35 -3.311 7.742 -1.880  0.001
H36 -4.162 5.621 0.863  0.000
H37 -3.728 4.282 2.675  0.000
H38 -2.011 4.218 3.126  0.003
H39 -2.743 2.833 2.354  0.001
H40 1.132 3.803 -0.961  0.002
H41 0.853 5.172 -2.059  0.000
H42 0.171 3.587 -2.430  0.001
H43 -1.521 5.894 -2.470  -0.001

Formula: C21H44BrN2O38P2S9
Source: the Open Molecules 2025 dataset
Level of theory: ωB97M-V/def2-TZVPD

- Calculated total energy: -10635.356199 Ha
- Total charge: -1
- Orbital gap: 5.8 eV
- LUMO energy: 0.0518 Eh

Last column: Löwdin charge in e.
Element x y z (Å)
N1 0.604 3.109 -1.704  -0.360
P1 1.570 3.078 -0.431  0.591
P2 3.429 1.833 -0.717  0.349
C1 4.597 3.180 0.085  -0.370
C2 4.987 2.685 1.469  -0.892
O1 4.567 3.112 2.494  -0.013
Br1 6.334 1.236 1.490  0.607
N2 3.705 2.444 -2.453  -0.042
C3 3.720 3.641 -2.563  -0.525
O2 3.495 4.797 -2.694  0.056
H1 -0.302 2.711 -1.482  -0.089
H2 0.836 2.464 0.622  -0.041
H3 1.899 4.436 -0.106  -0.040
H4 2.553 0.778 -1.185  -0.048
H5 3.193 1.308 0.640  -0.044
H6 4.570 0.952 -0.797  -0.042
H7 4.131 4.161 0.262  0.049
H8 5.553 3.267 -0.460  0.074
C4 -2.045 -1.572 1.561  -0.174
C5 -2.052 -0.166 2.116  -0.160
O3 -0.674 0.232 2.115  -0.184
S1 0.078 -0.454 0.874  0.580
O4 0.123 0.477 -0.194  -0.278
O5 1.234 -1.118 1.363  -0.223
O6 -1.044 -1.554 0.525  -0.199
H9 -1.743 -2.288 2.311  0.102
H10 -3.010 -1.859 1.151  0.124
H11 -2.465 -0.115 3.118  0.127
H12 -2.600 0.519 1.465  0.128
C6 -5.904 -5.241 3.985  -0.156
C7 -5.028 -5.814 2.893  -0.164
O7 -4.641 -4.678 2.114  -0.196
S2 -4.514 -3.396 3.058  0.614
O8 -3.146 -3.237 3.408  -0.221
O9 -5.291 -2.348 2.499  -0.208
O10 -5.287 -3.994 4.335  -0.180
H13 -6.912 -5.033 3.619  0.133
H14 -5.962 -5.892 4.854  0.136
H15 -5.547 -6.541 2.275  0.128
H16 -4.124 -6.268 3.306  0.141
C8 -4.083 4.137 1.146  -0.141
C9 -3.143 4.221 2.326  -0.166
O11 -3.940 3.783 3.450  -0.179
S3 -4.995 2.687 2.961  0.603
O12 -4.465 1.397 3.240  -0.234
O13 -6.292 3.078 3.390  -0.227
O14 -4.865 2.951 1.382  -0.193
H17 -4.762 4.992 1.114  0.136
H18 -3.552 4.062 0.201  0.142
H19 -2.776 5.211 2.489  0.086
H20 -2.304 3.533 2.214  0.137
C10 1.237 5.560 3.919  -0.147
C11 1.887 6.661 3.111  -0.155
O15 0.973 6.901 2.029  -0.184
S4 -0.523 6.644 2.533  0.612
O16 -1.114 7.888 2.877  -0.210
O17 -1.157 5.731 1.642  -0.247
O18 -0.167 5.862 3.886  -0.186
H21 1.389 4.583 3.454  0.136
H22 1.596 5.531 4.944  0.137
H23 2.866 6.376 2.735  0.134
H24 1.975 7.582 3.692  0.138
C12 2.571 -2.335 -1.591  -0.170
C13 2.861 -3.716 -1.047  -0.166
O19 3.203 -4.496 -2.199  -0.196
S5 3.944 -3.550 -3.277  0.631
O20 5.344 -3.720 -3.149  -0.246
O21 3.280 -3.699 -4.525  -0.220
O22 3.535 -2.138 -2.633  -0.172
H25 1.573 -2.285 -2.034  0.136
H26 2.668 -1.565 -0.829  0.107
H27 2.007 -4.149 -0.532  0.128
H28 3.723 -3.706 -0.375  0.136
C14 5.370 8.277 -1.352  -0.155
C15 4.142 7.420 -1.148  -0.155
O23 3.900 7.469 0.268  -0.203
S6 4.352 8.893 0.836  0.587
O24 3.203 9.722 0.933  -0.223
O25 5.229 8.679 1.933  -0.228
O26 5.211 9.373 -0.435  -0.193
H29 6.282 7.739 -1.085  0.134
H30 5.452 8.643 -2.372  0.135
H31 4.282 6.395 -1.474  0.100
H32 3.276 7.845 -1.658  0.142
C16 7.876 -6.957 -6.039  -0.177
C17 9.119 -6.095 -6.126  -0.183
O27 8.709 -4.816 -5.647  -0.188
S7 7.565 -5.006 -4.515  0.634
O28 8.184 -4.944 -3.240  -0.208
O29 6.449 -4.213 -4.855  -0.230
O30 7.228 -6.553 -4.833  -0.185
H33 7.198 -6.763 -6.874  0.132
H34 8.111 -8.019 -6.004  0.131
H35 9.504 -6.018 -7.140  0.131
H36 9.907 -6.469 -5.466  0.131
C18 -2.785 -5.182 -2.389  -0.148
C19 -1.863 -5.095 -1.192  -0.152
O31 -2.644 -5.603 -0.101  -0.195
S8 -3.645 -6.734 -0.643  0.604
O32 -3.064 -8.007 -0.400  -0.219
O33 -4.960 -6.409 -0.218  -0.220
O34 -3.512 -6.407 -2.206  -0.182
H37 -3.503 -4.359 -2.399  0.137
H38 -2.241 -5.199 -3.330  0.138
H39 -1.535 -4.078 -0.989  0.131
H40 -0.990 -5.741 -1.314  0.135
C20 -9.457 -1.313 0.195  -0.164
C21 -8.731 -2.285 1.098  -0.168
O35 -8.557 -3.464 0.302  -0.191
S9 -8.374 -3.041 -1.239  0.607
O36 -6.989 -3.014 -1.543  -0.216
O37 -9.306 -3.774 -2.017  -0.220
O38 -8.887 -1.522 -1.102  -0.185
H41 -10.524 -1.541 0.140  0.132
H42 -9.326 -0.280 0.507  0.137
H43 -9.292 -2.511 2.001  0.135
H44 -7.741 -1.911 1.370  0.121